Record 1
{"formula": "C8H12O2", "method": "wB97M-V/def2-TZVPD", "e_tot_ha": -462.39924, "smiles": "Cc1ccc(O)cc1.CO", "elements": ["C", "C", "C", "C", "C", "O", "C", "C", "H", "H", "H", "H", "H", "H", "H", "H", "C", "O", "H", "H", "H", "H"], "coordinates": [[-1.1464, 1.9492, 1.0807], [-0.3110, 1.0317, 0.3186], [-0.5124, 0.7368, -1.0289], [0.4311, 0.0968, -1.7430], [1.5651, -0.3729, -1.1705], [2.3501, -1.2211, -1.8991], [1.9610, 0.0979, 0.0465], [1.0113, 0.9209, 0.6845], [-2.2110, 1.9615, 0.5201], [-1.1005, 3.0146, 1.3421], [-1.4988, 1.3536, 2.0648], [-1.4637, 1.1554, -1.5355], [0.3661, -0.1574, -2.8792], [3.2499, -0.7793, -2.1851], [2.9234, -0.2178, 0.4963], [1.1701, 1.2439, 1.6906], [-2.5957, -0.9804, 1.7973], [-1.6617, -1.8287, 1.0889], [-3.5948, -1.4406, 1.6737], [-2.5458, 0.0574, 1.6026], [-2.3389, -1.3954, 2.9471], [-0.8811, -1.2776, 0.8337]]}


Record 2
{"formula": "C8H12O2P2", "method": "wB97M-V/def2-TZVPD", "e_tot_ha": -1145.04037, "spin_multiplicity": 3, "elements": ["C", "C", "C", "C", "C", "C", "C", "C", "O", "O", "P", "P", "H", "H", "H", "H", "H", "H", "H", "H", "H", "H", "H", "H"], "coordinates": [[-2.2933, -1.1587, -0.2473], [-1.5591, 0.6630, 1.1381], [-1.0571, -1.6595, -0.2876], [-0.2526, 0.2313, 1.0263], [-2.6159, 0.0075, 0.4853], [0.0116, -0.9928, 0.4313], [-4.0029, 0.5489, 0.4716], [2.8687, 0.1980, -0.4174], [4.8891, 1.9592, -0.3357], [2.1003, -2.8812, -0.0633], [4.3846, 0.5328, 0.4479], [1.8199, -1.4896, 0.7744], [-3.0195, -1.7723, -0.7162], [-1.7537, 1.5499, 1.6097], [-0.8235, -2.5911, -0.7581], [0.5413, 0.6365, 1.5391], [-3.9344, 1.6662, 0.6938], [-4.2421, 0.5219, -0.7033], [-4.8023, -0.1040, 0.9594], [2.1494, 0.8833, -0.2051], [2.7726, -0.2835, -1.3892], [4.3700, 2.7362, -0.4747], [1.5891, -3.1304, -0.8555], [3.6402, 0.9780, 1.5521]]}


Record 3
{"formula": "C8H12O2Si", "method": "wB97M-V/def2-TZVPD", "e_tot_ha": -751.68059, "smiles": "C=C=[Si](C=C)C=C.C=COO", "elements": ["C", "C", "Si", "C", "C", "C", "C", "H", "H", "H", "H", "H", "H", "H", "H", "C", "C", "O", "O", "H", "H", "H", "H"], "coordinates": [[-0.9942, -1.1204, -2.7128], [-0.6806, -0.2268, -1.7991], [-1.5534, 0.5930, -0.4834], [-1.5921, -0.2075, 1.2215], [-1.2900, -1.5152, 1.2301], [-1.4829, 2.5179, -0.2278], [-1.2533, 3.3026, -1.2864], [-0.1748, -1.5459, -3.3136], [-1.9938, -1.4134, -3.1491], [-1.8554, 0.2955, 2.1671], [-0.8199, -1.9132, 2.1242], [-1.3720, -2.0173, 0.3008], [-1.3711, 2.8583, 0.8546], [-0.8614, 4.3105, -1.1688], [-1.3427, 2.9819, -2.3539], [2.5454, -1.9049, 2.0686], [2.5338, -0.7595, 1.3951], [1.8421, -0.6799, 0.2374], [2.1374, 0.5293, -0.4319], [3.0454, -1.9185, 2.9937], [1.9400, -2.6800, 1.8896], [2.8760, 0.1937, 1.7066], [1.7175, 0.3199, -1.2625]]}


Record 4
{"formula": "C8H12P2", "method": "wB97M-V/def2-TZVPD", "e_tot_ha": -994.51338, "smiles": "CP=C=C=PC.CC#CC", "elements": ["C", "P", "C", "C", "P", "C", "H", "H", "H", "H", "H", "H", "C", "C", "C", "C", "H", "H", "H", "H", "H", "H"], "coordinates": [[-1.9833, -1.3695, -1.6199], [-1.1348, -2.4327, -0.3301], [0.2376, -1.5026, -0.5241], [1.3740, -0.9999, -0.3614], [2.5816, 0.0689, -0.5932], [3.6186, -0.1802, 0.9631], [-2.1950, -0.4688, -1.1453], [-1.2270, -1.1526, -2.3000], [-2.8843, -1.9477, -2.0255], [4.1528, -1.1388, 0.7708], [4.3772, 0.5587, 1.0532], [2.8606, -0.1784, 1.7679], [-0.6395, 0.0353, 2.1714], [-0.8024, 0.6501, 0.8539], [-0.9823, 1.2885, -0.1147], [-1.2413, 2.0628, -1.3160], [-1.4421, -0.7537, 2.0648], [-1.0373, 0.7806, 3.0257], [0.3642, -0.3189, 2.3267], [-1.0421, 1.4930, -2.1847], [-0.6592, 3.0303, -1.1793], [-2.2959, 2.4756, -1.3033]]}